Record 1
{
  "formula": "C2H4N2O2S",
  "method": "ωB97M-V with the def2-TZVPD basis set",
  "species": ["S", "O", "O", "N", "N", "C", "C", "H", "H", "H", "H"],
  "positions_angstrom": [[-0.20, -1.37, -0.28], [2.36, -0.44, -0.36], [-1.84, 0.71, -0.50], [1.61, 0.69, 0.16], [-0.58, 1.27, -0.20], [-1.86, -0.61, 0.19], [0.25, 0.35, -0.10], [1.95, 1.49, -0.48], [-1.80, -0.35, 1.28], [2.97, -0.66, 0.44], [-2.86, -1.08, -0.13]],
  "orbital_gap_ev": 9.60,
  "max_force_ev_per_a": 3.19,
  "smiles": "ONC1=NOCS1",
  "lumo_ev": 0.575,
  "molar_mass_g_mol": 120.13
}


Record 2
{
  "formula": "C9H8F3O7S2V",
  "method": "ωB97M-V with the def2-TZVPD basis set",
  "species": ["V", "S", "S", "F", "F", "F", "O", "O", "O", "O", "O", "O", "O", "C", "C", "C", "C", "C", "C", "C", "C", "C", "H", "H", "H", "H", "H", "H", "H", "H"],
  "positions_angstrom": [[-0.36, -0.28, 0.38], [1.40, 0.26, 2.12], [-0.39, 2.62, -0.96], [-3.23, -0.87, 2.11], [-3.55, -2.83, 1.26], [-4.47, -1.09, 0.36], [-0.23, 0.30, 2.07], [1.82, -0.43, 3.29], [1.86, 1.61, 1.94], [1.52, -0.58, 0.84], [0.16, 1.22, -0.62], [-1.10, -2.08, 0.26], [-2.10, -0.35, -0.70], [-2.56, 2.41, 0.74], [-2.13, -1.33, 0.09], [-2.09, 2.68, -0.54], [-4.80, 2.75, -0.08], [-3.93, 2.44, 0.96], [-4.31, 3.01, -1.36], [-2.95, 2.97, -1.59], [-3.39, -1.54, 0.98], [0.32, 3.68, 0.28], [-0.07, 3.43, 1.26], [-4.31, 2.22, 1.95], [-1.89, 2.13, 1.54], [1.39, 3.49, 0.26], [-4.99, 3.23, -2.17], [-5.87, 2.78, 0.10], [-2.55, 3.15, -2.59], [0.07, 4.70, -0.03]],
  "orbital_gap_ev": [9.00, 9.61],
  "s2": 2.01,
  "max_force_ev_per_a": 1.77,
  "lumo_ev": [-0.509, -0.522],
  "molar_mass_g_mol": 400.23,
  "multiplicity": 3
}


Record 3
{
  "formula": "C2H8NO2",
  "method": "ωB97M-V with the def2-TZVPD basis set",
  "species": ["O", "O", "N", "C", "C", "H", "H", "H", "H", "H", "H", "H", "H"],
  "positions_angstrom": [[1.35, 0.13, -2.08], [0.22, 0.58, 0.60], [-1.38, -0.48, 2.12], [0.20, -0.69, -2.30], [-0.21, 0.54, 1.87], [1.09, 0.45, -1.20], [-0.18, -0.76, -3.31], [0.55, -1.73, -2.05], [-0.57, -0.38, -1.57], [-0.64, 1.52, 2.24], [-1.52, -0.92, 1.17], [-2.16, 0.17, 2.18], [0.53, 0.32, 2.65]],
  "orbital_gap_ev": 7.26,
  "max_force_ev_per_a": 2.03,
  "lumo_ev": 4.266,
  "molar_mass_g_mol": 78.09,
  "charge": -1
}


Record 4
{
  "formula": "C22H24FN3O3",
  "method": "ωB97M-V with the def2-TZVPD basis set",
  "species": ["F", "O", "O", "O", "N", "N", "N", "C", "C", "C", "C", "C", "C", "C", "C", "C", "C", "C", "C", "C", "C", "C", "C", "C", "C", "C", "C", "C", "C", "H", "H", "H", "H", "H", "H", "H", "H", "H", "H", "H", "H", "H", "H", "H", "H", "H", "H", "H", "H", "H", "H", "H", "H"],
  "positions_angstrom": [[3.15, -4.79, 5.40], [2.42, 0.02, 0.85], [-3.09, 0.26, -2.09], [1.09, -0.99, -3.08], [-1.57, 0.01, -3.75], [1.75, -2.08, 0.32], [3.17, -0.68, 3.37], [3.49, -1.28, 4.55], [-4.54, 5.06, -2.40], [-4.11, 2.86, -1.50], [-3.24, 4.56, -3.03], [2.26, -1.15, 1.16], [2.66, -2.85, 3.10], [-3.19, 3.10, -2.68], [3.19, -2.65, 4.42], [-2.47, 2.19, -3.34], [3.44, -3.48, 5.51], [4.03, -0.75, 5.73], [-2.42, 0.76, -2.98], [-0.12, -1.45, -2.45], [-1.28, -1.36, -3.40], [1.15, -1.71, -0.93], [-0.07, -0.76, -1.07], [3.96, -2.99, 6.67], [2.06, -1.14, -2.03], [4.26, -1.61, 6.77], [0.34, -2.74, -1.74], [-4.60, 4.26, -1.09], [2.67, -1.62, 2.50], [2.34, -3.79, 2.68], [1.52, -2.98, 0.70], [4.67, -1.24, 7.69], [3.26, 0.29, 3.11], [-3.91, 4.70, -0.37], [4.14, -3.66, 7.50], [-3.61, 2.31, -0.70], [-4.94, 2.22, -1.82], [2.49, -0.18, -1.76], [-2.39, 5.06, -2.55], [4.26, 0.31, 5.81], [-0.45, -3.21, -1.16], [-0.91, -1.04, -0.43], [0.89, -3.47, -2.34], [-1.05, -1.92, -4.30], [0.11, 0.31, -1.05], [-0.90, 0.50, -4.32], [-3.16, 4.74, -4.10], [-2.17, -1.78, -2.94], [-1.87, 2.51, -4.19], [-4.56, 6.14, -2.25], [-5.39, 4.79, -3.03], [-5.58, 4.24, -0.63], [2.84, -1.84, -2.33]],
  "orbital_gap_ev": 8.87,
  "max_force_ev_per_a": 0.11,
  "lumo_ev": 0.517,
  "molar_mass_g_mol": 397.45
}


Record 5
{
  "formula": "C20H22N4O",
  "method": "ωB97M-V with the def2-TZVPD basis set",
  "species": ["O", "N", "N", "N", "N", "C", "C", "C", "C", "C", "C", "C", "C", "C", "C", "C", "C", "C", "C", "C", "C", "C", "C", "C", "C", "H", "H", "H", "H", "H", "H", "H", "H", "H", "H", "H", "H", "H", "H", "H", "H", "H", "H", "H", "H", "H", "H"],
  "positions_angstrom": [[4.53, -0.94, -1.00], [-3.15, 1.92, -0.03], [-1.07, 1.05, -0.17], [1.14, 0.34, -0.44], [-5.47, -0.79, 0.15], [-0.09, 4.65, -0.07], [-0.18, 0.02, -0.30], [3.91, 0.58, 0.71], [0.17, 3.29, -0.11], [-2.45, -3.01, -0.04], [-4.33, -0.67, 0.06], [3.54, 0.02, -0.67], [-0.66, -1.27, -0.23], [5.41, -1.14, 0.10], [4.71, -0.57, 1.33], [-1.39, 5.15, -0.03], [-2.03, -1.56, -0.09], [-2.45, 0.82, -0.08], [-2.24, 2.94, -0.06], [-0.92, 2.43, -0.14], [-2.93, -0.51, -0.04], [-2.48, 4.31, -0.02], [-3.34, -3.37, -1.23], [2.16, -0.65, -0.67], [-3.16, -3.32, 1.29], [-2.52, -3.06, 2.13], [-1.53, 6.22, 0.00], [6.35, -0.60, -0.09], [2.13, -1.39, 0.14], [-2.83, -3.14, -2.16], [0.03, -2.09, -0.33], [5.41, -0.24, 2.09], [2.03, -1.18, -1.62], [1.32, 1.23, -0.88], [3.03, 0.85, 1.29], [4.03, -1.31, 1.76], [1.19, 2.95, -0.09], [-3.57, -4.43, -1.21], [-1.54, -3.62, -0.09], [0.75, 5.33, -0.05], [4.54, 1.46, 0.61], [5.62, -2.21, 0.18], [-3.38, -4.39, 1.34], [-4.09, -2.77, 1.37], [-3.49, 4.68, 0.03], [3.55, 0.80, -1.44], [-4.27, -2.82, -1.20]],
  "orbital_gap_ev": 7.87,
  "max_force_ev_per_a": 0.99,
  "smiles": "CC(C)c1cc(NC[C@H]2CCCO2)n2c(nc3ccccc32)c1C#N",
  "lumo_ev": 0.169,
  "molar_mass_g_mol": 334.42
}


Record 6
{
  "formula": "C3H4O2S",
  "method": "ωB97M-V with the def2-TZVPD basis set",
  "species": ["S", "O", "O", "C", "C", "C", "H", "H", "H", "H"],
  "positions_angstrom": [[-1.90, 0.42, -0.03], [0.92, 2.10, 0.02], [1.64, -0.21, -0.09], [0.88, 0.93, 0.05], [0.44, -1.15, -0.14], [-0.33, 0.06, 0.46], [-1.65, 1.56, -1.11], [0.48, -2.30, 0.45], [0.12, -1.32, -1.19], [-0.60, -0.09, 1.59]],
  "orbital_gap_ev": 9.81,
  "max_force_ev_per_a": 5.69,
  "smiles": "O=C1OC[C@@H]1S",
  "lumo_ev": 0.412,
  "molar_mass_g_mol": 104.13
}


Record 7
{
  "formula": "C7H5Cl3N2",
  "method": "ωB97M-V with the def2-TZVPD basis set",
  "species": ["Cl", "Cl", "Cl", "N", "N", "C", "C", "C", "C", "C", "C", "C", "H", "H", "H", "H", "H"],
  "positions_angstrom": [[1.90, 2.19, 1.07], [-2.98, 1.97, -1.38], [0.16, 2.27, -1.96], [2.73, -1.13, 2.92], [1.29, -2.12, -2.40], [1.17, -1.26, -1.41], [0.75, -0.22, -0.17], [-2.51, -0.44, 0.33], [2.46, -0.46, 1.84], [2.09, 0.45, 0.48], [-1.81, 0.73, -0.58], [-0.32, 0.85, -0.82], [3.01, 0.27, -0.25], [-1.84, -0.90, 1.17], [-3.46, 0.02, 0.88], [0.28, -0.92, 0.66], [-2.92, -1.30, -0.38]],
  "orbital_gap_ev": 9.30,
  "max_force_ev_per_a": 12.61,
  "smiles": "C/C(Cl)=C(/Cl)[C@@H](C#N)[C@@H](Cl)C#N",
  "lumo_ev": -0.584,
  "molar_mass_g_mol": 223.49
}


Record 8
{
  "formula": "C18H32Ag2Br2Cl6F9NO11S3",
  "method": "ωB97M-V with the def2-TZVPD basis set",
  "species": ["Ag", "Ag", "Br", "Br", "Cl", "Cl", "Cl", "Cl", "Cl", "Cl", "S", "S", "S", "F", "F", "F", "F", "F", "F", "F", "F", "F", "O", "O", "O", "O", "O", "O", "O", "O", "O", "O", "O", "N", "C", "C", "C", "C", "C", "C", "C", "C", "C", "C", "C", "C", "C", "C", "C", "C", "C", "C", "H", "H", "H", "H", "H", "H", "H", "H", "H", "H", "H", "H", "H", "H", "H", "H", "H", "H", "H", "H", "H", "H", "H", "H", "H", "H", "H", "H", "H", "H", "H", "H"],
  "positions_angstrom": [[-2.33, 1.65, 1.14], [0.61, 3.25, 0.78], [-6.27, -3.30, 2.58], [-1.78, -3.33, 1.51], [3.99, -3.40, 3.07], [0.35, -3.53, -4.80], [1.38, -3.20, 1.87], [0.35, -0.84, -5.73], [-1.95, -1.73, -4.15], [3.65, -3.26, 0.10], [0.79, 3.30, -4.48], [2.42, 2.73, 4.11], [1.97, 1.39, 6.25], [1.08, -1.05, 5.69], [1.16, -0.66, 7.77], [-0.41, 0.26, 6.52], [-0.37, 2.72, -2.13], [-1.66, 2.59, -3.93], [2.80, 0.70, 2.38], [4.11, 2.43, 2.12], [-0.20, 1.03, -3.49], [4.47, 1.04, 3.74], [0.31, 3.13, -5.86], [4.34, 0.82, -3.98], [3.34, 0.96, 6.30], [-4.32, 0.90, 0.09], [1.59, 2.35, 7.23], [0.30, -0.20, 3.22], [3.18, 3.49, 5.05], [1.79, 3.57, 3.08], [0.78, 4.66, -3.96], [2.06, 2.64, -4.24], [-0.02, 0.88, 1.04], [1.35, 1.70, 4.66], [-1.31, -0.31, -0.66], [3.09, -2.74, 1.70], [5.35, 0.21, -3.14], [-6.60, 1.23, 0.15], [5.23, -1.29, -3.36], [3.40, -0.20, -4.27], [-0.05, -0.29, 0.20], [-4.42, -3.83, 2.27], [3.52, 1.64, 3.03], [-5.32, 1.67, 0.81], [-3.66, -2.79, 1.44], [-6.23, 1.09, -1.31], [-0.45, 2.34, -3.43], [0.87, -0.09, 6.62], [-0.18, -1.87, -4.39], [1.22, -0.48, -0.64], [4.23, -1.45, -4.50], [-4.74, 0.62, -1.26], [0.28, 0.06, 2.22], [5.06, 0.43, -2.11], [-4.02, -2.91, 0.42], [4.68, -1.37, -5.49], [-3.94, -3.95, 3.24], [3.74, -2.43, -4.46], [2.74, -0.01, -5.12], [-2.19, -0.25, -0.01], [-6.32, 2.06, -1.78], [0.94, 0.41, 3.73], [-1.37, 0.42, -1.47], [2.09, -0.27, -0.02], [1.24, 0.31, -1.39], [-0.61, -0.13, 3.53], [-0.10, -1.12, 0.91], [0.31, -1.52, -3.49], [-7.40, 1.98, 0.21], [-3.82, -1.80, 1.83], [-4.13, 1.03, -2.06], [6.17, -1.70, -3.74], [-5.21, 1.42, 1.86], [-6.80, 0.32, -1.83], [6.35, 0.56, -3.34], [-4.38, -4.82, 1.82], [-7.03, 0.39, 0.71], [2.70, -0.24, -3.42], [-5.07, 2.73, 0.71], [-4.59, -0.45, -1.43], [1.22, -1.46, -1.10], [-1.46, -1.30, -1.11], [4.98, -1.82, -2.44], [3.09, -1.67, 1.80]],
  "orbital_gap_ev": 4.83,
  "max_force_ev_per_a": 3.58,
  "lumo_ev": -3.220,
  "molar_mass_g_mol": 1293.89
}


Record 9
{
  "formula": "C9H14",
  "method": "ωB97M-V with the def2-TZVPD basis set",
  "species": ["C", "C", "C", "C", "C", "C", "C", "C", "C", "H", "H", "H", "H", "H", "H", "H", "H", "H", "H", "H", "H", "H", "H"],
  "positions_angstrom": [[2.05, -1.45, 0.42], [-0.19, -0.41, -0.78], [-1.66, 2.44, 0.30], [0.86, -2.15, 0.51], [2.11, -0.21, -0.22], [0.99, 0.31, -0.86], [-0.27, -1.63, -0.13], [0.72, -3.42, 1.29], [-1.54, 3.25, -1.01], [-0.89, 4.11, -0.97], [-1.20, -2.19, -0.13], [1.59, -4.07, 1.20], [1.10, 1.31, -1.25], [0.60, -3.28, 2.36], [-2.54, 1.80, 0.17], [2.86, -1.70, 1.09], [-2.54, 3.57, -1.29], [3.04, 0.33, -0.11], [-1.26, 2.59, -1.83], [-0.08, -4.07, 0.95], [-1.88, 3.14, 1.11], [-1.08, -0.09, -1.31], [-0.81, 1.81, 0.51]],
  "orbital_gap_ev": 10.11,
  "max_force_ev_per_a": 1.31,
  "smiles": "Cc1ccccc1.CC",
  "lumo_ev": 1.046,
  "molar_mass_g_mol": 122.21
}


Record 10
{
  "formula": "C38H33AsBrGaN3O4S4",
  "method": "ωB97M-V with the def2-TZVPD basis set",
  "species": ["Br", "As", "Ga", "S", "S", "S", "S", "O", "O", "O", "O", "N", "N", "N", "C", "C", "C", "C", "C", "C", "C", "C", "C", "C", "C", "C", "C", "C", "C", "C", "C", "C", "C", "C", "C", "C", "C", "C", "C", "C", "C", "C", "C", "C", "C", "C", "C", "C", "C", "C", "C", "C", "H", "H", "H", "H", "H", "H", "H", "H", "H", "H", "H", "H", "H", "H", "H", "H", "H", "H", "H", "H", "H", "H", "H", "H", "H", "H", "H", "H", "H", "H", "H", "H", "H"],
  "positions_angstrom": [[4.40, 0.76, -2.82], [-0.61, -0.85, 2.67], [0.04, 1.29, -1.61], [5.20, -5.93, -1.18], [-2.50, 2.50, -3.85], [7.14, -5.15, 0.92], [-0.37, 3.08, -0.26], [0.33, 0.24, -3.44], [-1.55, 2.41, -4.90], [1.52, 2.08, -2.91], [-3.72, 1.76, -3.97], [-1.70, 2.12, -2.35], [-4.30, 0.55, 0.96], [6.00, -3.44, -0.65], [2.24, 0.69, -4.81], [-1.50, 3.27, -1.67], [2.82, 0.04, -7.05], [-2.96, -2.27, 2.01], [0.95, -2.09, 4.88], [-1.77, -2.42, 2.73], [6.03, -4.77, -0.43], [3.62, 0.65, -4.57], [-2.16, 4.46, -2.18], [-3.55, -3.44, 1.47], [-5.06, 1.09, 0.27], [-2.28, 5.71, -1.60], [-3.62, 6.42, -3.44], [-2.64, 1.78, 5.26], [-6.49, 0.79, -1.71], [-0.32, 2.21, 5.59], [-1.61, 2.62, 5.75], [4.20, -0.07, -6.77], [6.86, -2.51, 0.03], [3.12, -3.17, 4.63], [-1.00, 0.31, 4.29], [-5.87, 1.80, -0.71], [2.05, -2.75, 5.44], [-3.76, 5.11, -3.95], [2.03, -2.18, 2.71], [0.94, -1.69, 3.50], [-1.32, -3.71, 3.04], [1.29, 1.06, -3.71], [-1.96, -4.82, 2.52], [4.57, 0.24, -5.52], [3.07, -2.87, 3.26], [1.85, 0.21, -6.09], [7.63, -3.37, 1.05], [-2.38, 0.61, 4.58], [0.00, 1.06, 4.90], [-2.89, 4.15, -3.36], [-3.06, -4.73, 1.72], [-2.95, 6.68, -2.27], [-7.38, 1.18, -2.18], [-3.31, -5.65, 1.19], [-1.91, 3.60, 6.21], [4.02, -3.62, 5.09], [1.03, 0.66, 4.84], [7.46, -3.10, 2.10], [4.88, -0.31, -7.58], [-0.36, -3.86, 3.52], [3.93, -3.15, 2.64], [-4.48, -3.25, 0.95], [2.52, -0.04, -8.09], [-5.75, 0.53, -2.46], [-5.22, 2.53, -1.16], [-1.88, 5.89, -0.62], [2.15, -3.00, 6.47], [-3.31, -1.28, 1.76], [5.48, -3.23, -1.50], [-4.56, 4.85, -4.70], [6.24, -1.71, 0.51], [1.90, -1.92, 1.62], [-6.60, 2.40, -0.14], [-1.48, -5.78, 2.66], [-3.68, 2.03, 5.42], [7.59, -1.95, -0.64], [0.51, 2.78, 6.07], [-4.04, 7.13, -4.15], [-2.98, 7.73, -1.87], [0.77, 0.22, -6.39], [-3.11, 0.03, 4.01], [5.59, 0.22, -5.25], [0.10, -1.89, 5.57], [8.72, -3.38, 0.93], [-6.80, -0.15, -1.21]],
  "orbital_gap_ev": 3.84,
  "max_force_ev_per_a": 3.34,
  "lumo_ev": -5.942,
  "molar_mass_g_mol": 948.52,
  "charge": 1
}


Record 11
{
  "formula": "C22H16F8GeNO4ReS2",
  "method": "ωB97M-V with the def2-TZVPD basis set",
  "species": ["Re", "Ge", "S", "S", "F", "F", "F", "F", "F", "F", "F", "F", "O", "O", "O", "O", "N", "C", "C", "C", "C", "C", "C", "C", "C", "C", "C", "C", "C", "C", "C", "C", "C", "C", "C", "C", "C", "C", "C", "H", "H", "H", "H", "H", "H", "H", "H", "H", "H", "H", "H", "H", "H", "H", "H"],
  "positions_angstrom": [[-0.03, 1.88, 0.25], [0.18, -0.79, 0.81], [2.48, 3.06, -0.35], [-0.10, 4.67, -0.27], [0.11, 5.81, -2.58], [-1.80, 6.09, -1.59], [4.35, 3.70, 1.30], [0.50, 2.39, 2.94], [-1.32, 4.18, -2.51], [2.36, 4.25, 1.98], [0.56, 0.19, 2.55], [3.32, 5.40, 0.40], [-1.10, 3.77, 0.38], [3.37, 2.95, -1.44], [0.40, 5.77, 0.46], [2.09, 1.81, 0.40], [0.96, 3.51, -0.73], [-3.23, -2.18, -2.69], [3.19, 4.22, 0.96], [-1.04, -3.31, 0.98], [-3.83, -1.51, -1.63], [-1.77, -0.33, -1.25], [1.84, -1.35, 0.08], [2.37, -0.86, -1.12], [-2.88, -2.68, 2.97], [-1.91, -1.92, -3.05], [-0.20, 1.47, 2.28], [-0.85, 5.25, -1.89], [4.24, -2.35, -0.87], [3.57, -1.37, -1.59], [-3.10, -0.59, -0.90], [-1.93, -4.28, 1.43], [-1.17, -1.00, -2.33], [-1.00, 0.59, -0.45], [-2.00, -1.71, 2.53], [-1.06, -2.03, 1.54], [2.51, -2.35, 0.79], [3.72, -2.84, 0.32], [-2.85, -3.96, 2.42], [-1.90, -5.27, 1.01], [-2.03, -0.73, 2.99], [1.86, -0.10, -1.69], [2.10, -2.74, 1.72], [-3.60, -2.45, 3.75], [-4.86, -1.71, -1.37], [-0.32, -3.57, 0.21], [-1.46, -2.44, -3.88], [4.24, -3.60, 0.87], [-0.14, -0.80, -2.60], [3.98, -1.00, -2.52], [-3.80, -2.90, -3.26], [5.18, -2.74, -1.24], [-1.14, 1.28, 2.80], [-3.54, -4.71, 2.77], [-3.55, -0.07, -0.07]],
  "orbital_gap_ev": 7.33,
  "max_force_ev_per_a": 1.02,
  "lumo_ev": -7.907,
  "molar_mass_g_mol": 833.31,
  "charge": 2
}


Record 12
{
  "formula": "C4H6N2OS",
  "method": "ωB97M-V with the def2-TZVPD basis set",
  "species": ["S", "O", "N", "N", "C", "C", "C", "C", "H", "H", "H", "H", "H", "H"],
  "positions_angstrom": [[-1.11, -0.48, -1.64], [-0.12, -0.89, 1.88], [1.90, 0.03, 1.16], [0.80, -0.59, 0.89], [1.46, 0.65, -1.05], [-2.52, -0.27, -0.48], [0.24, 0.02, -0.75], [2.31, 0.70, 0.09], [0.40, -0.96, 2.64], [1.72, 1.18, -1.86], [-2.74, 0.81, -0.54], [-2.17, -0.51, 0.49], [3.25, 1.13, -0.01], [-3.42, -0.81, -0.84]],
  "orbital_gap_ev": 8.66,
  "max_force_ev_per_a": 5.80,
  "lumo_ev": 0.594,
  "molar_mass_g_mol": 130.17
}


Number 1: electronic energy -20044.989 eV. Number 2: electronic energy -79307.481 eV. Number 3: electronic energy -7788.170 eV. Number 4: electronic energy -36534.238 eV. Number 5: electronic energy -29105.328 eV. Number 6: electronic energy -18103.118 eV. Number 7: electronic energy -47879.813 eV. Number 8: electronic energy -323371.714 eV. Number 9: electronic energy -9559.805 eV. Number 10: electronic energy -279190.111 eV. Number 11: electronic energy -134789.489 eV. Number 12: electronic energy -20103.547 eV.